A cluster of 12 separate species, C94H150F15N10O12P in total at a distorted geometry, computed with wB97M-V/def2-TZVPD.

Atoms and positions in Å:
C 3.20277 2.26036 7.52918
C 3.28929 3.55586 8.27513
C 2.20408 4.57182 7.83917
C 2.17955 4.59481 6.35911
P 1.11723 5.81404 5.62525
C 1.77751 7.44173 6.12931
C 3.23909 7.50179 6.22816
C 3.67276 8.91828 6.58781
C 5.16855 9.05159 6.74837
C 1.10115 5.70048 3.87783
C 1.00697 4.23483 3.39414
C 1.01198 4.22405 1.86304
C 0.71387 2.77721 1.24813
C -0.54297 5.66731 6.22861
C -1.18432 4.28325 6.39615
C -2.30379 4.36310 7.35614
C -3.34923 5.49086 6.99913
H 3.69566 2.26319 6.56458
H 2.15395 2.04478 7.25772
H 3.74731 1.44207 8.07926
H 4.32476 3.95898 8.17881
H 3.10965 3.30892 9.29116
H 2.50504 5.50354 8.25345
H 1.21636 4.26337 8.28159
H 1.95006 3.64763 5.89680
H 3.21166 4.79685 6.01561
H 1.37125 7.77238 7.08418
H 1.47375 8.20454 5.39137
H 3.60467 7.31688 5.23058
H 3.68273 6.77004 6.89398
H 3.17733 9.26159 7.53750
H 3.33417 9.55043 5.73689
H 5.48997 10.09084 7.03758
H 5.63505 8.80791 5.78462
H 5.54877 8.37278 7.45724
H 2.01190 6.09970 3.48563
H 0.25407 6.29697 3.51116
H 0.08066 3.79739 3.80433
H 1.78872 3.60886 3.75215
H 2.00611 4.56512 1.52535
H 0.20607 4.88246 1.54433
H 1.25259 1.97637 1.79294
H 1.02145 2.60757 0.18643
H -0.32559 2.52669 1.34719
H -1.13581 6.33254 5.57553
H -0.60216 6.13195 7.20174
H -0.45813 3.53837 6.64280
H -1.54713 3.91541 5.45632
H -1.97793 4.61435 8.40659
H -2.83935 3.43071 7.38260
H -3.50197 5.46919 5.87210
H -3.03582 6.45033 7.41611
H -4.36521 5.30224 7.34424
C 1.26767 -8.81971 1.76723
N 0.44969 -7.60259 2.16542
C -0.99137 -7.87286 1.92293
C 0.71438 -7.26030 3.54160
C 0.87347 -6.47203 1.17558
C 0.05301 -5.21281 1.36646
O 0.07432 -4.82359 2.69011
H 2.25236 -8.55250 2.13511
H 1.38396 -8.99221 0.68122
H 0.92626 -9.70383 2.32678
H -1.61833 -7.17815 2.49924
H -1.17624 -8.94060 2.28105
H -1.26106 -7.82424 0.84437
H 1.79052 -6.98723 3.62046
H 0.55790 -8.07275 4.14544
H 0.09950 -6.41810 3.82042
H 0.81511 -6.88021 0.18377
H 1.91234 -6.26296 1.43635
H -1.00783 -5.45405 1.12395
H 0.45742 -4.41468 0.65763
H 0.57812 -3.91212 2.72113
C -1.98866 4.93121 -4.27336
N -3.15259 4.59997 -3.40113
C -4.32885 4.22371 -4.26426
C -2.70474 3.34646 -2.58127
C -3.52521 5.78251 -2.49511
C -2.28574 6.60298 -2.07524
O -1.42749 5.80806 -1.19551
H -2.33849 5.70062 -4.96265
H -1.66501 4.06799 -4.77537
H -1.14110 5.35992 -3.84143
H -5.18626 3.73598 -3.69470
H -4.02586 3.48410 -5.02894
H -4.69752 5.15690 -4.68656
H -2.22462 2.56941 -3.22945
H -3.56568 2.94348 -1.98302
H -1.92113 3.76288 -1.90938
H -4.07731 5.37680 -1.64391
H -4.25745 6.33856 -3.07119
H -2.64885 7.39096 -1.47234
H -1.72264 6.90979 -2.96108
H -0.53448 6.22313 -1.18670
C 1.94876 -4.31928 5.56951
N 3.37355 -3.77670 5.43831
C 3.72613 -3.04705 4.38380
C 5.05129 -2.65448 4.24882
C 6.03153 -2.89699 5.22815
C 5.56384 -3.55286 6.41817
C 4.24736 -3.96279 6.49576
C 7.43847 -2.35278 5.07298
C 8.48966 -2.67699 5.90863
C 9.78983 -2.41751 5.47752
N 10.07309 -1.82162 4.32216
C 9.05512 -1.44335 3.54943
C 7.75924 -1.58548 3.89961
C 11.43825 -1.66102 3.85488
H 1.59764 -4.25568 6.62982
H 1.91351 -5.35304 5.21220
H 1.38693 -3.80554 4.82407
H 2.79617 -2.85416 3.75532
H 5.17270 -2.10076 3.32506
H 6.18246 -3.59292 7.27102
H 3.76383 -4.43577 7.39412
H 8.39143 -3.30562 6.87039
H 10.71322 -2.80096 5.96771
H 9.32068 -0.92075 2.63540
H 6.94884 -1.43332 3.17304
H 11.96880 -2.58819 3.89920
H 12.07951 -0.94745 4.37266
H 11.31820 -1.28488 2.84850
C 6.56710 1.40497 -8.47148
N 6.15853 0.82604 -7.19245
C 7.05629 0.21961 -6.36480
C 6.61634 -0.48775 -5.24264
C 5.24860 -0.43571 -4.90016
C 4.34757 0.21483 -5.78612
C 4.84507 0.88218 -6.91335
C 4.66396 -1.10060 -3.68211
C 3.40683 -1.68681 -3.70251
C 2.92337 -2.27226 -2.54377
N 3.61896 -2.24065 -1.37911
C 4.84457 -1.61461 -1.33230
C 5.42611 -1.15664 -2.45478
C 3.04674 -2.90693 -0.16193
H 7.14394 2.32541 -8.39199
H 5.67263 1.57029 -9.08700
H 7.25993 0.73395 -8.95746
H 8.03745 0.16303 -6.71386
H 7.35596 -0.86823 -4.50033
H 3.29086 0.29069 -5.52295
H 4.11430 1.46639 -7.52944
H 2.70969 -1.65736 -4.50968
H 1.95046 -2.79673 -2.56385
H 5.25630 -1.62335 -0.34161
H 6.40505 -0.75825 -2.47742
H 3.16155 -2.23391 0.68414
H 3.59916 -3.79301 0.02394
H 1.97805 -3.13723 -0.32136
C -15.76552 -2.05550 2.98310
N -14.27671 -2.40665 2.52815
C -13.25791 -1.95613 3.25027
C -11.93594 -2.02109 2.74820
C -11.72141 -2.74011 1.58024
C -12.78324 -3.24380 0.90995
C -14.05263 -2.98088 1.36669
C -10.26617 -2.92698 1.22878
C -9.69679 -4.19925 0.97683
C -8.37714 -4.19472 0.69331
N -7.59026 -3.12242 0.63006
C -8.09070 -1.93522 0.80218
C -9.46757 -1.80363 1.14091
C -6.07169 -3.26260 0.50194
H -16.44031 -2.31463 2.16630
H -15.80153 -0.97172 3.13895
H -15.87469 -2.60011 3.88112
H -13.48486 -1.55178 4.22143
H -11.09531 -1.63023 3.29774
H -12.65885 -3.89857 0.08223
H -14.87864 -3.12324 0.72090
H -10.28808 -5.10008 0.98910
H -7.87666 -5.12182 0.41695
H -7.39261 -1.06445 0.49414
H -9.92943 -0.84990 1.29400
H -5.67250 -3.55526 1.45041
H -5.64021 -2.37876 0.08558
H -5.82317 -4.12153 -0.13862
C -4.22270 1.12569 -12.39414
N -3.43621 0.48038 -11.31205
C -4.08448 -0.30962 -10.41923
C -3.43408 -1.23278 -9.63660
C -2.03049 -1.35609 -9.77410
C -1.35434 -0.39086 -10.49900
C -2.09604 0.52642 -11.26365
C -1.32071 -2.39388 -8.95301
C -0.84951 -2.05909 -7.69542
C -0.31911 -3.01642 -6.84671
N -0.28732 -4.31897 -7.23932
C -0.86201 -4.71280 -8.42737
C -1.44766 -3.77675 -9.32327
C 0.56827 -5.20095 -6.41097
H -4.33906 2.20905 -12.14145
H -5.20836 0.57784 -12.44200
H -3.64569 1.05969 -13.30420
H -5.12666 -0.20643 -10.46395
H -3.99366 -1.81581 -8.95392
H -0.27482 -0.46825 -10.71575
H -1.62054 1.29180 -11.86925
H -1.00567 -1.03655 -7.30661
H 0.05356 -2.74104 -5.86512
H -0.91868 -5.79842 -8.57987
H -2.06424 -4.11256 -10.19223
H 1.39399 -5.56021 -7.02819
H 0.05543 -6.11244 -6.13406
H 1.03343 -4.64911 -5.59798
C -0.00709 -4.37071 -3.14152
O -0.35551 -3.98950 -1.77669
O 0.48479 -3.36002 -3.88795
C 0.86364 -5.64339 -2.79700
F 1.91094 -5.44134 -1.96176
F 0.11596 -6.68484 -2.25526
F 1.27645 -6.18911 -3.94168
C -1.13809 -2.79164 -1.89394
C -2.55111 -2.92727 -2.41018
H -2.67106 -2.95026 -3.53075
H -3.12153 -3.77509 -2.07797
H -3.13151 -2.08753 -1.97642
H -0.61563 -2.13305 -2.59878
H -1.20756 -2.33067 -0.90337
H -0.96206 -4.72833 -3.43914
C -5.87194 0.60006 -1.00605
O -4.65950 1.15149 -0.53093
O -6.21922 -0.56177 -0.46555
C -6.93533 1.73475 -0.81685
F -7.42561 1.73960 0.47850
F -6.40452 2.95598 -0.94986
F -8.02652 1.51335 -1.60910
C -3.78580 0.51157 0.32988
C -2.50629 1.26338 0.31426
H -1.97617 1.23720 -0.65854
H -2.69973 2.32195 0.58486
H -1.71678 0.87678 1.06633
H -3.59120 -0.51850 -0.02958
H -4.18232 0.33631 1.37530
H -5.77232 0.54162 -2.09979
C 0.39877 -1.64134 3.00177
O 0.17286 -0.71556 1.98998
O 1.26805 -2.58883 2.65496
C 0.98375 -0.72370 4.16690
F 0.04443 0.08483 4.60689
F 1.23285 -1.47226 5.29679
F 2.13891 -0.05029 3.82889
C -0.00778 -1.08985 0.64913
C 1.05521 -0.43927 -0.32138
H 2.08288 -0.53612 0.09881
H 1.04528 -0.94246 -1.33572
H 0.87397 0.67416 -0.39227
H -1.00502 -0.85326 0.19768
H 0.00982 -2.19647 0.54772
H -0.51922 -1.98134 3.44182
C 4.87709 0.04028 1.49559
O 5.47537 0.67033 0.28108
O 5.43476 -1.14869 1.79487
C 5.12728 1.03417 2.67836
F 4.42035 2.15981 2.60014
F 4.87133 0.45495 3.89864
F 6.41323 1.39235 2.87399
C 4.60159 1.38912 -0.59305
C 5.43668 2.44208 -1.37440
H 5.88941 3.11823 -0.67425
H 6.24855 2.01237 -1.89942
H 4.84513 3.01969 -2.10138
H 3.83513 1.86297 0.04827
H 3.99215 0.66262 -1.16937
H 3.79694 0.00359 1.31483
C 0.60888 1.45689 -6.45955
O 0.56610 2.34758 -5.31540
O 0.85365 0.21849 -6.14555
C -0.87729 1.75540 -7.06261
F -1.16030 1.05353 -8.15212
F -1.88987 1.55182 -6.18787
F -0.98749 3.06916 -7.50537
C 1.83980 2.31053 -4.63124
C 1.71635 3.12190 -3.34225
H 0.80867 2.99155 -2.73547
H 2.43440 2.78420 -2.60285
H 1.80214 4.17826 -3.46728
H 2.57021 2.70139 -5.32229
H 2.00816 1.25814 -4.38344
H 1.25127 1.87564 -7.32300

Cartesian forces (eV/Å) of the 6 atoms listed first:
0.35 -1.38 -0.47
0.31 0.42 -0.42
-0.18 -1.67 1.26
0.75 0.36 -1.47
0.41 1.16 1.43
-1.77 0.17 -0.07

LUMO level: -10.10 eV
Charge: +6
Frontier orbital gap: 0.2120 hartree
E_HOMO: -15.866 eV
E: -6959.28770 Eh

***

A structure of composition C9H24BGdINOP2 at a distorted geometry, computed with wB97M-V/def2-TZVPD.

Atoms and positions in Å:
C -4.79453 -2.16143 -2.48895
I -2.73241 -1.46447 -2.07289
H -5.30467 -2.30516 -1.53566
H -4.76152 -3.10639 -3.04473
H -5.31521 -1.40588 -3.08772
Gd -0.27673 -0.03646 0.36465
P 0.75076 -2.37684 0.42258
C 1.41083 -3.22768 -1.00639
C 1.96916 -2.41848 1.78228
H 2.17027 -3.47570 2.01345
H -0.36551 -4.30597 1.30130
H 1.57222 -1.88075 2.66736
H -1.16016 -2.79238 1.90637
H 2.30223 -2.66330 -1.35320
H 2.87740 -1.87626 1.45552
C -0.72138 -3.30289 1.02464
H 1.66873 -4.25530 -0.68384
H -1.49319 -3.33417 0.23134
H 0.65079 -3.21505 -1.81462
P -0.69025 2.43516 -0.15873
C -0.50054 3.17384 -1.77728
C -2.46090 2.52811 0.32858
H 0.12122 2.98263 2.07744
H -0.20549 4.45422 1.05488
H 1.29469 3.42905 0.82137
C 0.21654 3.44113 1.07127
H -2.60870 2.06524 1.32641
H -2.72014 3.59636 0.35435
H -0.86312 4.21641 -1.70399
H -1.07611 2.57489 -2.51315
H -3.07415 1.96951 -0.40389
H 0.57461 3.12189 -2.04834
C 0.58402 -0.05448 -1.92059
O 0.94033 -0.07994 -3.01713
B 4.08686 1.82624 1.92481
C 2.81791 1.21793 1.31913
N 1.82224 0.75699 0.90839
H 5.06840 1.44793 1.25674
H 4.20260 1.42687 3.10423
H 4.02287 3.07458 1.91401

Cartesian forces (eV/Å) of the 6 atoms listed first:
-0.57 -0.09 0.02
-0.52 -0.17 -0.23
0.35 0.12 -0.07
0.55 0.35 0.24
0.56 0.02 0.24
-0.40 0.34 2.58

LUMO level (spin up / spin down): -8.32 / -8.08 eV
Charge: +2
<S²>: 15.767
Frontier orbital gap (spin up / spin down): 0.2415 / 0.2511 hartree
E_HOMO (spin up / spin down): -14.892 / -14.913 eV
Spin multiplicity: 8
E: -2257.45018 Eh

***

A cluster of 3 separate species, C3H11O3 in total at a distorted geometry, computed with wB97M-V/def2-TZVPD.

Atoms and positions in Å:
C 0.11091 -0.58197 -0.28887
O -0.05124 0.37938 -1.28816
C -0.26407 -0.28092 1.25384
C -1.80016 0.16321 1.34266
H -0.54922 -1.43792 -0.48211
H 1.13663 -0.99205 -0.11386
H -0.07277 -1.21710 1.90986
H 0.32382 0.48736 1.87414
H -2.36883 -0.49660 0.61653
H -2.29213 0.05803 2.33171
H -1.63433 1.28512 1.30028
H 0.71454 1.50672 -0.30641
H 0.09744 2.71965 0.27279
O 1.04628 2.32942 0.24872
H 1.23750 -0.75089 -2.67877
H 2.57059 -1.77828 -2.79247
O 1.79505 -1.39316 -3.19990

Cartesian forces (eV/Å) of the 6 atoms listed first:
-0.12 0.38 0.99
0.96 -0.68 1.76
-0.87 -0.13 1.80
1.65 0.00 0.64
0.01 -0.44 -0.10
0.05 0.09 -0.77

LUMO level: 4.13 eV
Charge: -1
Frontier orbital gap: 0.2882 hartree
E_HOMO: -3.714 eV
E: -346.59238 Eh